{
  "formula": "C49H60BrCoGeN4OS2Sb",
  "method": "wB97M-V/def2-TZVPD",
  "relative_energy_kj_mol": 38.0,
  "homo_energy_ev": [-6.82, -7.29],
  "multiplicity": 2,
  "lumo_ev": [-0.16, -0.59],
  "homo_lumo_gap_ev": [6.66, 6.70],
  "max_force_ev_per_a": 0.8,
  "symbols": ["Co", "C", "C", "C", "C", "C", "C", "C", "Br", "C", "O", "C", "C", "C", "C", "C", "C", "H", "H", "H", "H", "H", "H", "H", "H", "H", "H", "H", "H", "H", "H", "H", "H", "H", "H", "H", "H", "C", "N", "C", "C", "N", "H", "H", "H", "H", "H", "H", "S", "C", "C", "C", "N", "C", "C", "C", "C", "C", "N", "C", "C", "H", "H", "H", "H", "H", "H", "H", "H", "C", "Ge", "C", "C", "C", "H", "H", "H", "H", "H", "H", "H", "H", "H", "H", "H", "S", "Sb", "C", "C", "C", "C", "C", "C", "C", "C", "C", "C", "C", "C", "C", "C", "C", "C", "C", "C", "H", "H", "H", "H", "H", "H", "H", "H", "H", "H", "H", "H", "H", "H", "H"],
  "positions_angstrom": [[0.0446, 0.3436, -0.1317], [4.5332, -1.3526, 5.7510], [4.9625, -0.1217, 4.9409], [6.4697, -0.1997, 4.6995], [4.6755, 1.1461, 5.7597], [4.1694, -0.0672, 3.6339], [2.7891, 0.0632, 3.6670], [2.0804, 0.1302, 2.4863], [0.1872, 0.3344, 2.5665], [2.6497, 0.0799, 1.2065], [1.9332, 0.1733, 0.1191], [4.0643, -0.0601, 1.1729], [4.7646, -0.1261, 2.3745], [4.7996, -0.1151, -0.1729], [4.2543, -1.2811, -1.0140], [6.3070, -0.3082, -0.0177], [4.5706, 1.2198, -0.9013], [5.0961, -1.4078, 6.6868], [4.7161, -2.2677, 5.1839], [3.4705, -1.3146, 5.9963], [6.9905, -0.2217, 5.6591], [6.8286, 0.6690, 4.1427], [6.7419, -1.1043, 4.1511], [5.2622, 1.1456, 6.6824], [3.6209, 1.2156, 6.0309], [4.9358, 2.0378, 5.1851], [2.2495, 0.1105, 4.6053], [5.8379, -0.2298, 2.3212], [4.4214, -2.2283, -0.4960], [4.7599, -1.3205, -1.9842], [3.1852, -1.1703, -1.1830], [6.5433, -1.2446, 0.4924], [6.7682, 0.5166, 0.5308], [6.7631, -0.3439, -1.0097], [3.5036, 1.3991, -1.0132], [5.0371, 1.2077, -1.8917], [5.0063, 2.0381, -0.3207], [0.6078, 5.7548, 0.1921], [1.4418, 4.5889, -0.0872], [2.7930, 4.8147, -0.5937], [0.9138, 3.3855, -0.1540], [0.4457, 2.3335, -0.2075], [1.0764, 6.3526, 0.9740], [-0.3760, 5.4373, 0.5290], [0.4945, 6.3692, -0.7038], [3.3261, 5.4741, 0.0903], [2.7632, 5.2774, -1.5831], [3.3208, 3.8662, -0.6576], [0.6394, -0.2839, -6.6267], [0.4954, -0.0969, -4.8591], [-0.5992, -0.6245, -4.1910], [-0.7096, -0.4243, -2.8273], [0.2084, 0.2533, -2.1319], [1.2603, 0.7550, -2.7735], [1.4438, 0.6085, -4.1338], [1.8118, -1.6314, -6.6492], [3.1765, -1.3860, -6.6220], [4.0389, -2.4723, -6.6544], [3.6274, -3.7377, -6.7164], [2.3142, -3.9558, -6.7509], [1.3666, -2.9420, -6.7229], [-1.3629, -1.1728, -4.7248], [-1.5509, -0.8065, -2.2707], [1.9769, 1.2936, -2.1712], [2.3052, 1.0457, -4.6187], [3.5576, -0.3742, -6.5869], [5.1126, -2.3212, -6.6356], [2.0053, -4.9938, -6.8058], [0.3092, -3.1666, -6.7625], [-1.0927, -4.4282, 0.5990], [-1.7522, -2.5821, 0.4442], [-2.5309, -2.0825, 2.1622], [-3.1528, -2.6239, -0.9297], [-0.1291, -1.5935, -0.0377], [-1.8920, -5.1220, 0.8697], [-0.3149, -4.4849, 1.3633], [-0.6616, -4.7602, -0.3484], [-3.3816, -2.7297, 2.3845], [-2.8748, -1.0474, 2.1344], [-1.7962, -2.1799, 2.9627], [-3.8969, -3.3753, -0.6553], [-2.7471, -2.8913, -1.9088], [-3.6528, -1.6588, -1.0056], [0.2028, -1.9763, -1.0077], [0.6291, -1.9041, 0.6870], [-2.1765, 0.6297, -0.2580], [-2.6629, 2.9627, -0.2677], [-2.7324, 3.0368, 2.0089], [-3.8351, 2.5630, 2.7106], [-3.7952, 2.5098, 4.0989], [-2.6660, 2.9380, 4.7875], [-1.5695, 3.4174, 4.0857], [-1.6005, 3.4543, 2.6948], [-4.7814, 2.7580, -0.4376], [-5.3570, 1.6627, -1.0814], [-6.7382, 1.5712, -1.2142], [-7.5546, 2.5587, -0.6803], [-6.9920, 3.6371, -0.0113], [-5.6113, 3.7429, 0.0977], [-2.2108, 3.1579, -2.5240], [-1.1766, 4.0106, -2.8844], [-0.7369, 4.0634, -4.2043], [-1.3380, 3.2608, -5.1645], [-2.3808, 2.4144, -4.8034], [-2.8168, 2.3598, -3.4836], [-4.7226, 2.2318, 2.1856], [-4.6510, 2.1339, 4.6473], [-2.6344, 2.8815, 5.8685], [-0.6832, 3.7496, 4.6138], [-0.7184, 3.7834, 2.1553], [-4.7204, 0.8696, -1.4565], [-7.1759, 0.7232, -1.7267], [-8.6306, 2.4808, -0.7738], [-7.6296, 4.3926, 0.4312], [-5.1778, 4.5944, 0.6116], [-0.7137, 4.6497, -2.1385], [0.0662, 4.7353, -4.4860], [-1.0026, 3.2999, -6.1937], [-2.8580, 1.7978, -5.5568], [-3.6365, 1.7025, -3.2198]]
}

***

{
  "formula": "C27H49ClF2N2O9P2",
  "method": "wB97M-V/def2-TZVPD",
  "smiles": "CCP(CC)[C@]1(P(O)O)OC(=O)[C@@](CCCCN)(N(C(=O)F)C(=O)F)[C@@]1(C)C[C@H](C)Cl.CC(C)=O.CC(C)=O.CC(C)=O",
  "homo_energy_ev": -8.23,
  "multiplicity": 1,
  "lumo_ev": 0.36,
  "homo_lumo_gap_ev": 8.59,
  "max_force_ev_per_a": 1.4,
  "symbols": ["C", "C", "P", "C", "C", "C", "P", "O", "O", "O", "C", "O", "C", "C", "C", "C", "C", "N", "N", "C", "O", "F", "C", "O", "F", "C", "C", "C", "C", "C", "Cl", "H", "H", "H", "H", "H", "H", "H", "H", "H", "H", "H", "H", "H", "H", "H", "H", "H", "H", "H", "H", "H", "H", "H", "H", "H", "H", "H", "H", "H", "H", "H", "C", "C", "O", "C", "H", "H", "H", "H", "H", "H", "C", "C", "O", "C", "H", "H", "H", "H", "H", "H", "C", "C", "O", "C", "H", "H", "H", "H", "H", "H"],
  "positions_angstrom": [[1.2719, -0.0563, 4.1503], [0.3965, -0.1630, 2.8967], [1.1024, 0.8852, 1.5593], [2.9301, 0.7077, 1.5821], [3.5963, 1.9318, 2.2466], [0.5010, 0.2492, -0.1405], [0.5943, -1.6166, -0.1259], [1.2166, -1.8550, -1.6276], [1.9954, -1.8483, 0.7011], [1.4971, 0.8143, -1.0427], [1.1635, 2.1210, -1.1708], [1.9665, 2.9918, -1.3229], [-0.4037, 2.2650, -1.1652], [-0.6522, 3.4462, -0.2183], [-2.0926, 3.9335, -0.0131], [-2.1905, 4.6671, 1.3317], [-3.5390, 5.3669, 1.5526], [-4.0243, 5.3551, 2.9450], [-0.7592, 2.5562, -2.6115], [0.0946, 1.9973, -3.5877], [0.2143, 0.8499, -3.8487], [0.7586, 2.9221, -4.2744], [-1.0665, 3.9365, -2.8895], [-2.1416, 4.3013, -3.2049], [-0.0539, 4.7743, -2.7640], [-0.8599, 0.8685, -0.6170], [-1.7841, 0.8424, 0.6125], [-1.5012, -0.1391, -1.6234], [-2.6521, 0.2904, -2.5506], [-3.6854, 1.2747, -2.0362], [-3.5410, -1.2237, -2.9865], [0.6509, -0.2456, 5.0243], [1.6858, 0.9463, 4.2623], [2.0831, -0.7797, 4.1395], [0.2319, -1.2027, 2.6242], [-0.5762, 0.2649, 3.1329], [3.3064, 0.5667, 0.5727], [3.2040, -0.1955, 2.1262], [4.4342, 2.2889, 1.6545], [2.8816, 2.7512, 2.3238], [3.9143, 1.6880, 3.2568], [1.3819, -1.0041, -2.0636], [2.6650, -2.1720, 0.0838], [-0.0223, 4.2796, -0.5231], [-0.2618, 3.1327, 0.7482], [-2.8019, 3.1123, 0.0249], [-2.3871, 4.6410, -0.7859], [-1.3781, 5.3962, 1.3961], [-1.9943, 3.9408, 2.1269], [-3.4091, 6.4178, 1.2997], [-4.2996, 4.9199, 0.9154], [-3.9673, 4.4040, 3.2962], [-3.3542, 5.8712, 3.5064], [-1.5165, 1.5728, 1.3729], [-1.6959, -0.1440, 1.0696], [-2.8319, 0.9807, 0.3638], [-0.7481, -0.5909, -2.2580], [-1.9046, -0.9487, -1.0166], [-2.2665, 0.6398, -3.4975], [-3.2596, 2.2344, -1.7754], [-4.2547, 0.8440, -1.2137], [-4.4054, 1.4542, -2.8346], [-3.4379, -3.2956, 3.8424], [-2.1587, -3.5623, 3.0839], [-1.1195, -3.0211, 3.3903], [-2.2234, -4.5294, 1.9315], [-3.2494, -2.5846, 4.6438], [-4.1926, -2.8881, 3.1679], [-3.8193, -4.2247, 4.2680], [-2.9471, -4.1824, 1.1909], [-2.5351, -5.5123, 2.2912], [-1.2384, -4.5930, 1.4705], [2.7814, -6.0416, 0.0445], [1.8014, -5.3116, 0.9308], [0.6580, -5.1199, 0.5905], [2.3099, -4.8219, 2.2648], [2.2897, -6.3348, -0.8797], [3.6296, -5.3955, -0.1879], [3.1538, -6.9319, 0.5534], [3.1393, -4.1282, 2.1167], [2.6635, -5.6640, 2.8624], [1.5072, -4.3113, 2.7933], [2.5034, -1.9379, -5.5741], [3.9706, -1.8888, -5.2215], [4.7751, -2.6231, -5.7425], [4.3864, -0.8735, -4.1816], [2.3380, -2.7034, -6.3279], [1.9141, -2.1767, -4.6864], [2.1799, -0.9718, -5.9648], [3.8695, -1.0736, -3.2409], [4.1352, 0.1335, -4.5181], [5.4594, -0.9412, -4.0205]]
}

***

{
  "formula": "C18H19NO8",
  "method": "wB97M-V/def2-TZVPD",
  "smiles": "COC(=O)C1=C(C(=O)OC)N2C=CC=C[C@@]2(C)C(C(=O)OC)=C1C(=O)OC",
  "relative_energy_kj_mol": 10.2,
  "homo_energy_ev": -7.78,
  "multiplicity": 1,
  "lumo_ev": -0.60,
  "homo_lumo_gap_ev": 7.18,
  "max_force_ev_per_a": 3.4,
  "symbols": ["O", "O", "O", "O", "O", "O", "O", "O", "C", "C", "C", "C", "C", "C", "C", "C", "C", "C", "C", "C", "N", "C", "C", "C", "C", "C", "C", "H", "H", "H", "H", "H", "H", "H", "H", "H", "H", "H", "H", "H", "H", "H", "H", "H", "H", "H"],
  "positions_angstrom": [[1.4477, -1.5863, -3.3513], [-2.0214, -1.7591, -3.2620], [3.3809, -1.2533, -0.2607], [-3.6888, -0.1391, -1.1437], [2.4188, 0.3553, -2.5817], [-1.0392, 0.2693, -3.8098], [3.0078, 0.6363, 0.9760], [-3.6759, -2.1725, -0.1195], [1.5099, -0.6694, -2.5444], [-1.3410, -0.7835, -2.9780], [2.6078, -0.3910, 0.1812], [-3.1092, -1.0710, -0.6479], [-0.9688, 1.3592, 2.1295], [-1.9742, 0.3928, 2.5360], [0.6340, -0.6426, -1.4036], [-0.8463, -0.7596, -1.6087], [0.0336, 0.9441, 1.3018], [1.1472, -0.4955, -0.1234], [-2.0023, -0.8688, 1.9686], [-1.6441, -0.9980, -0.5088], [0.1794, -0.3836, 0.9371], [3.3215, 0.3229, -3.6680], [-1.4260, 0.1316, -5.1994], [4.4094, 0.6695, 1.3605], [-5.0799, -2.2761, -0.2130], [-0.6231, -2.7242, 1.0714], [-1.0401, -1.2539, 0.8809], [-0.9738, 2.3963, 2.4216], [-2.7692, 0.6655, 3.2284], [0.6893, 1.7989, 1.0206], [-2.7532, -1.5781, 2.2298], [3.9320, 1.2257, -3.6540], [3.9837, -0.5208, -3.6164], [2.7396, 0.2746, -4.6112], [-1.1771, 1.0250, -5.7765], [-0.8774, -0.6947, -5.6683], [-2.5251, -0.0168, -5.2779], [4.5274, 1.4800, 2.0991], [5.0728, 0.8258, 0.4955], [4.6563, -0.2648, 1.8383], [-5.5292, -1.5183, 0.3952], [-5.4139, -3.2268, 0.2359], [-5.5121, -2.2514, -1.1956], [-0.1923, -2.8949, 2.0485], [0.1134, -3.0147, 0.3136], [-1.5202, -3.3298, 0.9046]]
}

***

{
  "formula": "C3H8Ba2FO3S",
  "method": "wB97M-V/def2-TZVPD",
  "relative_energy_kj_mol": 0.0,
  "charge": 3,
  "homo_energy_ev": -17.44,
  "multiplicity": 1,
  "lumo_ev": -13.35,
  "homo_lumo_gap_ev": 4.09,
  "max_force_ev_per_a": 4.0,
  "symbols": ["Ba", "Ba", "F", "O", "S", "O", "O", "C", "C", "C", "H", "H", "H", "H", "H", "H", "H", "H"],
  "positions_angstrom": [[-0.1377, -20.5186, -19.1251], [3.0416, -19.5040, -16.6879], [0.4607, -18.7506, -17.3321], [1.7490, -14.2233, -20.4281], [1.9360, -14.2858, -18.9872], [3.1908, -14.0343, -18.4205], [0.7832, -13.4550, -18.1605], [-0.5101, -13.2583, -18.6836], [-1.1288, -11.9586, -18.0654], [1.4091, -16.0464, -18.4798], [-1.3017, -13.9673, -18.4413], [-0.4864, -13.2535, -19.7734], [-0.5884, -11.0552, -18.3486], [-1.3637, -12.0661, -17.0065], [-2.1113, -11.7067, -18.4644], [0.3324, -16.1806, -18.5839], [1.8017, -16.2548, -17.4846], [1.8162, -16.6761, -19.2710]]
}